<one>
C9H14 | the ωB97M-V functional and the def2-TZVPD basis

The highest occupied orbital energy (spin up / spin down) comes out at -14.4 / -14.4 eV.

Geometry as ORCA input:
```
! RIJCOSX wB97M-V def2-TZVPD def2/J DEFGRID3
* xyz 1 2
C 0.34026 2.23490 1.48056
C -0.12180 -0.05807 -2.08105
C -1.19150 0.75219 -1.69689
C 1.12615 -0.09842 -1.38233
C -1.05024 1.50470 -0.54862
C 1.24125 0.63477 -0.25273
C 0.13687 1.46139 0.20311
H -0.30971 -0.82779 -2.82391
H -2.16606 0.80661 -2.15979
H 2.01419 -0.55820 -1.79459
H -1.84075 2.16661 -0.21412
H 2.08828 0.64113 0.41510
H 1.36758 2.08933 1.80254
H -0.39399 1.87828 2.19851
H 0.30614 3.30824 1.27108
C -0.39207 -2.93295 0.82549
C -0.00580 -2.41271 2.21856
H -1.28349 -3.53577 0.92584
H -0.20299 -2.24145 0.01114
H 0.31881 -3.74490 0.58803
H -0.81907 -1.84391 2.67321
H 0.30328 -3.23950 2.85101
H 0.84319 -1.72498 2.23142
*
```

<two>
C9H14 | the ωB97M-V functional and the def2-TZVPD basis

The highest occupied orbital energy (spin up / spin down) comes out at -14.0 / -14.0 eV.

Geometry as ORCA input:
```
! RIJCOSX wB97M-V def2-TZVPD def2/J DEFGRID3
* xyz 1 2
C 0.68767 -1.29030 -3.26020
C 1.91962 -0.38338 -3.06499
H 0.80977 -2.06514 -4.01009
H 0.44992 -2.02439 -2.47220
H -0.19067 -0.64671 -3.32523
H 2.19757 -0.33189 -2.00991
H 2.70587 -0.69941 -3.73392
H 1.63201 0.66591 -3.20888
C -2.75041 -0.08115 1.93876
C -0.88911 1.50439 2.27726
C -1.39286 0.33857 1.63173
C 0.43661 1.81999 2.11137
C 1.30114 0.98352 1.38010
C -0.49884 -0.55017 0.95392
C 0.83961 -0.22066 0.84563
H -1.41406 2.06971 3.03341
H 0.75174 2.76461 2.53470
H -3.03475 -0.92933 1.29877
H -3.44771 0.76258 2.02111
H 2.33091 1.29259 1.24957
H -0.87639 -1.48305 0.55471
H 1.52957 -0.90441 0.38587
H -3.09717 -0.59188 2.86851
*
```

<three>
C9H14 | the ωB97M-V functional and the def2-TZVPD basis

The highest occupied orbital energy (spin up / spin down) comes out at -14.8 / -14.8 eV.

Geometry as ORCA input:
```
! RIJCOSX wB97M-V def2-TZVPD def2/J DEFGRID3
* xyz 1 2
C -1.88142 0.68716 -2.15436
C -2.84897 1.18030 -1.05088
H -2.46814 0.61492 -3.06145
H -1.13731 1.46227 -2.28732
H -1.44588 -0.27442 -1.90458
H -3.56095 1.90652 -1.43122
H -2.29299 1.58288 -0.20324
H -3.43472 0.35668 -0.63096
C 2.28555 1.44121 0.90250
C 1.72761 -2.29845 0.74087
C 2.38242 -1.09921 0.77206
C 0.31113 -2.30182 0.69169
C 1.66429 0.11571 0.91982
C -0.47202 -1.15024 0.87960
C 0.22033 0.01386 1.02850
H 2.34804 -3.18000 0.68417
H 3.45452 -1.09687 0.72432
H -0.17624 -3.21676 0.51446
H -1.54765 -1.10093 0.93777
H 1.82721 2.03077 0.10042
H 3.36467 1.42439 0.80918
H -0.27043 0.96957 1.19136
H 1.95095 1.93246 1.82729
*
```

What are the relative energies? In hartree: <one> 0.0140; <two> 0.0292; <three> 0.0000.

<one>
Cl2HNS | the ωB97M-V functional and the def2-TZVPD basis

The highest occupied orbital energy comes out at -8.9 eV. As for the structure (SMILES): S=NCl.Cl.

Geometry as ORCA input:
```
! RIJCOSX wB97M-V def2-TZVPD def2/J DEFGRID3
* xyz 0 1
N -3.35520 1.43789 -1.10122
S -2.26380 1.78914 -0.07200
Cl -3.36224 -0.03772 -2.01442
Cl -0.46805 -0.79811 -0.39866
H 0.18909 -0.79663 -1.41533
*
```

<two>
Cl2HNS | the ωB97M-V functional and the def2-TZVPD basis

The highest occupied orbital energy comes out at -10.8 eV.

Geometry as ORCA input:
```
! RIJCOSX wB97M-V def2-TZVPD def2/J DEFGRID3
* xyz 0 1
N 1.36193 -1.23583 -0.43393
S 1.86688 -0.46163 0.62253
Cl -2.91826 -0.24590 -0.45871
Cl 1.52309 1.65473 0.24850
H -1.83364 0.28863 0.02160
*
```

What are the relative energies? In hartree: <one> 0.0450; <two> 0.0000.

<one>
C3H10N2S | the ωB97M-V functional and the def2-TZVPD basis

The highest occupied orbital energy comes out at -9.2 eV. As for the structure (SMILES): NC[C@@H](N)CS.

Geometry as ORCA input:
```
! RIJCOSX wB97M-V def2-TZVPD def2/J DEFGRID3
* xyz 0 1
N 1.00246 -0.41991 1.10651
C 0.41850 -0.06503 -0.19633
C -0.96730 0.57185 -0.15013
S -2.20428 -0.41355 0.74379
C 1.38310 0.80888 -0.95054
N 2.58612 0.02835 -1.30140
H 0.62389 -1.32309 1.37290
H 0.61164 0.19400 1.81819
H 0.26523 -0.99517 -0.74135
H -0.96054 1.53734 0.34276
H -1.30143 0.67767 -1.18701
H -1.74087 -1.62983 0.42182
H 1.66846 1.65613 -0.30011
H 0.97890 1.27525 -1.85285
H 3.34800 0.64432 -1.55483
H 2.86696 -0.47104 -0.46570
*
```

<two>
C3H10N2S | the ωB97M-V functional and the def2-TZVPD basis

The highest occupied orbital energy comes out at -9.2 eV. As for the structure (SMILES): C/N=C\N.CS.

Geometry as ORCA input:
```
! RIJCOSX wB97M-V def2-TZVPD def2/J DEFGRID3
* xyz 0 1
C -0.08857 -2.41897 0.93979
N -0.53450 0.14259 1.86431
C -1.45642 -0.56338 1.01820
N -1.31089 -1.72458 0.55926
H 0.22952 -3.04025 0.09866
H -0.24808 -3.08187 1.79016
H 0.74744 -1.75480 1.16592
H -0.43378 1.07972 1.47989
H -0.80646 0.22729 2.83631
H -2.33194 0.04667 0.79588
C 1.30028 0.69400 -2.28729
S 0.73330 1.77742 -0.96458
H 0.44347 0.45546 -2.91420
H 2.01429 1.20178 -2.93658
H 1.76469 -0.23341 -1.95893
H 1.92196 2.16241 -0.50703
*
```

<three>
C3H10N2S | the ωB97M-V functional and the def2-TZVPD basis

The highest occupied orbital energy comes out at -8.6 eV. As for the structure (SMILES): NC[C@@H](N)CS.

Geometry as ORCA input:
```
! RIJCOSX wB97M-V def2-TZVPD def2/J DEFGRID3
* xyz 0 1
N -1.43165 -0.17575 0.98471
C -0.19354 0.24301 0.37846
C -0.01828 -0.43569 -0.97287
S 0.84565 -2.02115 -0.96506
C -0.17553 1.79667 0.19010
N 0.28076 2.64939 1.27486
H -1.96665 -0.86349 0.50575
H -0.03310 -2.79038 -0.35171
H -1.80252 0.17594 1.84066
H 0.69663 0.06131 1.00059
H 0.61563 0.21245 -1.56623
H -0.95985 -0.67270 -1.46374
H 0.37891 2.04643 -0.71220
H -1.21098 2.09057 -0.00792
H 1.26436 2.81222 1.17939
H 0.16012 2.33910 2.22947
*
```

What are the relative energies? In hartree: <one> 0.0000; <two> 0.0328; <three> 0.0203.

<one>
C3H14N4 | the ωB97M-V functional and the def2-TZVPD basis

The highest occupied orbital energy comes out at -7.4 eV.

Geometry as ORCA input:
```
! RIJCOSX wB97M-V def2-TZVPD def2/J DEFGRID3
* xyz 0 1
C 2.15019 0.17500 -1.04138
N -2.01258 0.48956 -0.56436
N 1.03263 0.46936 -0.14544
N -1.18652 1.37073 -1.13904
H -2.06445 0.73790 0.42477
H 0.38490 -0.39239 -0.03362
H 0.05929 1.10513 -0.72460
H -1.29163 1.26888 -2.14830
H 2.83544 -0.55713 -0.60255
H 1.75727 -0.22830 -1.97457
H 2.70864 1.08802 -1.25944
C -1.83244 -1.70029 0.95435
C 1.43744 1.00496 1.15446
N -1.14916 -1.09679 -0.17257
H -1.40338 -1.59378 -1.02210
H -2.92773 -1.61065 0.88674
H -1.51805 -1.20557 1.87934
H -1.58647 -2.76373 1.05421
H 0.54873 1.17396 1.76189
H 1.96205 1.95352 1.02460
H 2.09582 0.31160 1.68759
*
```

<two>
C3H14N4 | the ωB97M-V functional and the def2-TZVPD basis

The highest occupied orbital energy comes out at -7.7 eV. As for the structure (SMILES): CN(C)N.CNN.

Geometry as ORCA input:
```
! RIJCOSX wB97M-V def2-TZVPD def2/J DEFGRID3
* xyz 0 1
C -1.75887 -1.08651 -0.45553
C 0.59997 -1.54065 -0.46580
N -0.45267 -0.65279 -0.92114
N -0.37475 -0.52391 -2.33085
H -0.92588 0.28157 -2.61178
H -0.74816 -1.35174 -2.80799
H -1.74350 -1.13062 0.63118
H -2.03832 -2.07753 -0.84877
H -2.50919 -0.35900 -0.76843
H 1.53813 -1.19707 -0.89461
H 0.65241 -1.48583 0.61948
H 0.43053 -2.58376 -0.76967
C 1.72965 1.81648 0.85765
N 0.28662 1.68702 0.90687
N -0.09407 0.97117 2.12966
H -0.00653 1.06484 0.14703
H -1.11250 1.00308 2.15178
H 0.22500 1.55642 2.90311
H 2.25855 0.86598 0.99968
H 2.04754 2.51030 1.63936
H 1.99605 2.23258 -0.11124
*
```

What are the relative energies? In hartree: <one> 0.0568; <two> 0.0000.